Record 1
This record from the OMol25 dataset describes C28H36CaP2Si as an isolated structure at a distorted geometry. The level of theory is ωB97M-V/def2-TZVPD.

Geometry as XYZ:
```
68
Properties=species:S:1:pos:R:3
C 0.84058 1.57827 -0.27344
C -0.32434 1.82704 -1.06985
C -1.47909 1.62430 -0.24734
H -0.32884 2.26669 -2.08918
C -1.03536 1.29785 1.05291
C 0.40130 1.29394 1.05524
H 1.00822 1.30994 1.94055
H 1.87362 1.73881 -0.58649
H -2.52071 1.87397 -0.51625
H -1.64373 1.26084 1.95033
Ca -0.28954 -0.84237 -0.17881
C -0.73418 -2.09347 -1.85885
H -1.64738 -2.14625 -1.27151
H 0.21609 -2.63022 -1.72110
H -1.03538 -2.00888 -2.91330
Si 0.76824 0.40325 -4.02826
C 2.22877 -0.80039 -4.55612
C 3.24693 0.15978 -4.67673
H 3.00775 1.24424 -4.56619
C 4.56893 -0.19015 -4.93113
H 5.32375 0.56065 -5.14541
C 4.88986 -1.56202 -5.00250
H 5.88940 -1.88478 -5.30960
C 3.92356 -2.53730 -4.70407
H 4.13047 -3.59472 -4.76760
C 2.58724 -2.16294 -4.44052
H 1.80438 -2.80621 -4.11476
C -1.09765 0.41039 -4.70789
C -1.01527 1.26091 -5.80882
H -0.17190 1.12773 -6.45880
C -1.89707 2.32617 -5.91011
H -1.77762 3.01326 -6.71775
C -2.88939 2.50983 -4.93175
H -3.48982 3.41864 -4.95497
C -3.14776 1.49318 -4.01535
H -3.97759 1.58889 -3.29984
C -2.30732 0.35960 -3.96730
H -2.53863 -0.50573 -3.31745
H 0.88692 -0.14084 -2.53360
H 1.26113 1.74274 -4.32787
C 2.28069 -0.93631 2.86617
P 0.73382 -1.70394 2.23055
C 1.01402 -3.43022 2.65469
C -0.57535 -1.20421 3.43187
C -0.22524 -0.60501 4.65334
C -1.23208 -0.14219 5.51367
C -2.56979 -0.32871 5.19928
C -2.92274 -0.96717 4.00596
C -1.94927 -1.37757 3.09856
P -2.36370 -2.06182 1.44018
C -3.92492 -1.19979 1.04261
C -2.91921 -3.75321 1.88602
H 3.05822 -1.09395 2.09458
H 2.57619 -1.41817 3.81370
H 2.15809 0.14846 3.01832
H 1.34356 -3.50001 3.69242
H 0.10077 -4.00960 2.52304
H 1.78934 -3.83325 1.99755
H 0.81799 -0.46066 4.96488
H -0.97513 0.36250 6.44936
H -3.37185 0.01580 5.85466
H -3.95997 -1.12096 3.74797
H -3.81347 -0.11732 1.14639
H -4.17038 -1.38939 -0.00750
H -4.76303 -1.53294 1.65889
H -2.99552 -3.89963 2.96999
H -2.17844 -4.45294 1.49170
H -3.89138 -3.97156 1.42784
```

Results
E   -2738.19628 a.u.
HOMO   -6.2 eV
Relative energy (zero: lowest compared OMol25 entry of this formula, charge and spin)   0.834 eV
Lowest unoccupied orbital energy   0.34 eV
HOMO-LUMO gap   0.24189 Eh
Net charge   0

Mulliken atomic charge list, values in e, 4 entries: -1.304 -0.126 -0.640 0.672


Record 2
This record from the OMol25 dataset describes C28H36CdN7OSSi2 as an isolated structure. The level of theory is ωB97M-V/def2-TZVPD.

Geometry as XYZ:
```
76
Properties=species:S:1:pos:R:3
Cd 0.08374 0.00632 0.03431
N 2.48719 0.56094 3.77551
C 1.35663 1.17760 3.31103
S 1.34176 2.85756 3.04633
N 0.27727 0.39572 3.23766
N -0.58777 0.57373 2.27361
C -1.84699 0.41249 2.52415
C -2.80734 0.51589 1.43694
C -4.17894 0.62446 1.70202
C -5.06220 0.81104 0.65936
C -4.57984 0.87936 -0.64451
C -3.22038 0.72036 -0.82736
N -2.35874 0.53362 0.17146
H 3.31172 1.12668 3.66248
H 2.58654 -0.40280 3.49190
H -2.19441 0.27788 3.54162
H -4.52425 0.58343 2.72777
H -6.12364 0.90634 0.85354
H -5.23817 1.03181 -1.49015
H -2.78847 0.72135 -1.82558
O 2.25061 0.26496 0.51066
C 3.09660 1.21598 0.30072
C 4.48536 0.95077 0.43134
C 5.44798 1.91110 0.20136
C 5.08826 3.21021 -0.16390
C 3.74070 3.50464 -0.27428
C 2.74563 2.55095 -0.04612
C 1.34519 2.97774 -0.14336
N 0.31022 2.32405 -0.65257
C -0.76407 3.19734 -0.60145
C -0.37658 4.37702 -0.05700
N 0.96308 4.22442 0.21821
H 4.76513 -0.05960 0.71192
H 6.49687 1.65070 0.30073
H 5.83815 3.96461 -0.36300
H 3.44100 4.50641 -0.56476
H -1.73700 2.92094 -0.96880
H -0.91889 5.28023 0.16619
H 1.52608 4.83519 0.78303
C 2.90743 -2.22754 -1.30068
Si 1.59260 -2.97744 -0.19710
C 1.94061 -2.73507 1.62922
C 1.77570 -4.84302 -0.48178
C -0.05976 -2.23316 -0.63061
C -0.11604 -1.89686 -2.08510
C -0.13218 -2.82663 -3.14141
C -0.13392 -2.38845 -4.45176
C -0.11829 -1.02196 -4.72305
C -0.11219 -0.15765 -3.64528
N -0.12296 -0.57663 -2.37727
Si -1.53389 -3.17827 -0.05042
C -1.62553 -3.15010 1.82632
C -1.62570 -5.01010 -0.52647
C -3.13511 -2.49405 -0.78228
H 3.91230 -2.54284 -0.99715
H 2.86240 -1.13620 -1.25252
H 2.75274 -2.54280 -2.34026
H 3.01384 -2.82590 1.83981
H 1.41162 -3.48773 2.22602
H 1.60642 -1.74460 1.95259
H 2.83291 -5.12549 -0.39653
H 1.42910 -5.14600 -1.47901
H 1.21458 -5.42324 0.25818
H -0.12552 -3.88549 -2.91291
H -0.13757 -3.10390 -5.26713
H -0.10783 -0.64434 -5.73754
H -0.09679 0.91979 -3.78732
H -1.01150 -3.95105 2.25579
H -2.65652 -3.29497 2.17169
H -1.26068 -2.19763 2.22487
H -0.84536 -5.61038 -0.05238
H -1.54352 -5.15193 -1.61185
H -2.59786 -5.41174 -0.21504
H -3.64207 -1.82228 -0.08080
H -3.82312 -3.31059 -1.02596
H -2.94588 -1.92937 -1.70386
```

Results
E   -2692.19042 a.u.
HOMO   -4.1 eV
Relative energy (zero: lowest compared OMol25 entry of this formula, charge and spin)   0.738 eV
Lowest unoccupied orbital energy   2.63 eV
HOMO-LUMO gap   0.24800 Eh
Net charge   -1

Mulliken atomic charge list, values in e, 4 entries: 4.107 -0.556 0.174 -0.414


Record 3
This record from the OMol25 dataset describes C28H36ClGeN5NdO2SSe as an isolated structure at a distorted geometry. The level of theory is ωB97M-V/def2-TZVPD.

Geometry as XYZ:
```
76
Properties=species:S:1:pos:R:3
Nd -0.11597 0.34003 -0.36890
Se 5.14475 -4.96183 -4.05428
N 4.02181 -5.14009 -2.71179
C 3.48264 -3.96672 -2.49391
C 2.50665 -3.70322 -1.45708
C 2.08680 -4.68399 -0.55656
C 1.16160 -4.35223 0.40593
C 0.67457 -3.04971 0.43976
N 1.06346 -2.10504 -0.40343
C 1.97148 -2.41223 -1.34443
C 2.40303 -1.33937 -2.24609
N 1.83939 -0.12814 -2.08553
C 2.25862 0.87341 -2.84766
C 3.24381 0.73431 -3.81960
C 3.80664 -0.50533 -4.01570
C 3.38377 -1.57194 -3.22046
C 3.92255 -2.90840 -3.36352
N 4.80859 -3.24817 -4.26629
H 2.50042 -5.68041 -0.63770
H 0.81494 -5.08017 1.12537
H -0.06200 -2.75556 1.17840
H 1.79778 1.83506 -2.66405
H 3.55899 1.58927 -4.40053
H 4.57043 -0.67827 -4.76222
C 0.87399 -2.03474 8.11584
C 1.00644 -1.41485 6.75430
C 2.24606 -0.99375 6.28183
C 2.37214 -0.39782 5.03548
C 1.24341 -0.21061 4.25693
C -0.00018 -0.63909 4.69846
C -0.11264 -1.23813 5.93973
S 1.38333 0.63436 2.67806
C 0.73614 2.20757 3.29319
O 0.24523 0.04142 1.85506
H 1.84932 -2.28185 8.53069
H 0.26885 -2.94046 8.07967
H 0.38433 -1.34026 8.80129
H 3.12763 -1.13789 6.89357
H 3.34631 -0.08198 4.67948
H -0.86826 -0.51611 4.06176
H -1.08710 -1.56887 6.27827
H -0.26938 2.02690 3.66920
H 0.73986 2.91941 2.47442
H 1.38877 2.54850 4.09572
Cl 1.47422 2.27936 0.05334
C -2.49773 1.80151 0.76190
Ge -3.44590 0.42645 -0.38328
C -4.24861 1.38686 -1.92496
C -5.00492 -0.13502 0.70130
C -2.14442 -0.97906 -0.80136
H -3.19752 2.53954 1.15000
H -1.71490 2.35317 0.22234
H -2.05208 1.29451 1.62432
H -4.94415 2.14264 -1.55793
H -4.80825 0.67730 -2.53617
H -3.51696 1.87637 -2.56335
H -5.63318 0.72236 0.94671
H -4.69092 -0.61255 1.63029
H -5.60490 -0.84956 0.13720
H -2.34887 -1.35625 -1.81029
H -2.35234 -1.81059 -0.11536
C -1.34280 4.35726 -2.07705
N -1.50440 3.53508 -3.27497
C -2.09747 4.14710 -4.45872
C -1.20395 2.24111 -3.21131
C -1.33828 1.38870 -4.44041
O -0.78414 1.73446 -2.15100
H -1.09132 5.37473 -2.36577
H -0.53688 3.95589 -1.46813
H -2.26434 4.36915 -1.49038
H -2.28751 5.19515 -4.25146
H -3.05043 3.68086 -4.71192
H -1.42855 4.08252 -5.31684
H -2.17087 1.68359 -5.07329
H -1.46826 0.35760 -4.12041
H -0.41836 1.45675 -5.02576
```

Results
E   -7410.92640 a.u.
HOMO (spin up / spin down)   -9.7 / -9.7 eV
Relative energy (zero: lowest compared OMol25 entry of this formula, charge and spin)   0.000 eV
Spin multiplicity   4
Lowest unoccupied orbital energy (spin up / spin down)   -2.99 / -2.99 eV
HOMO-LUMO gap (spin up / spin down)   0.24660 / 0.24655 Eh
Net charge   +1

Mulliken atomic charge list, values in e, 4 entries: 0.490 0.307 -0.850 1.000


What is the formula in the third record?
C28H36ClGeN5NdO2SSe


The lowest relative energy (zero: lowest compared OMol25 entry of this formula, charge and spin) belongs to which entry?
C28H36ClGeN5NdO2SSe


Which of these has the highest E?
C28H36CdN7OSSi2